No. 1
A cluster of 2 separate species, C6H10O3 in total. Source: OMol25; level of theory: ωB97M-V/def2-TZVPD.

DFT total energy (Eh): -460.272521
Total charge: 0
HOMO (eV): -8.851

Last column: natural (NBO) charge in e.
Cartesian coordinates (Å):
C 0.4800 0.4785 0.9183  0.30
C -0.1459 -0.1565 -1.1736  -0.53
O 0.1141 -0.3256 1.7558  -0.61
H -1.8237 2.1699 2.0328  0.25
H -2.1155 0.6217 1.2527  0.24
H -1.1483 -0.4347 -0.9030  0.23
C 0.7073 -2.3382 -0.2835  -0.70
H -0.0364 -2.9274 -0.8146  0.24
H -0.0166 0.7094 -1.8038  0.23
H 1.6512 -2.8745 -0.2432  0.24
O 2.1308 -0.7959 -1.4155  -0.66
C -1.8240 1.6529 1.0723  -0.74
C -0.4346 1.7228 0.5118  0.53
H 1.5258 0.7826 0.7538  0.14
C 0.8891 -1.0027 -0.9129  0.41
O 0.0276 2.6727 -0.0707  -0.55
H -2.5242 2.1577 0.4104  0.23
H 0.3498 -2.1889 0.7407  0.27
H 2.1935 0.0762 -1.8278  0.49

No. 2
The molecule C6H10O3. Source: OMol25; level of theory: ωB97M-V/def2-TZVPD.

DFT total energy (Eh): -460.189007
Total charge: 0
HOMO (alpha / beta) (eV): -8.491 / -8.492

Last column: natural (NBO) charge in e.
Cartesian coordinates (Å):
C -0.0974 0.9196 0.4688  0.16
H 2.0112 -0.1942 -2.3172  0.22
O 1.2505 0.2759 2.3721  -0.74
H -2.7670 -0.7624 -0.2850  0.25
C -1.7912 -0.6172 -0.7647  -0.69
H 0.8270 -1.3106 -1.4556  0.21
H -1.9764 -0.6225 -1.8433  0.24
O 0.8881 -1.5246 1.0209  -0.70
C 0.7872 0.7479 -0.9151  -0.18
O 0.1332 2.0202 1.0961  -0.77
H -1.8996 1.5613 -0.4677  0.22
H 1.1702 1.7390 -1.1246  0.24
C 0.3738 -0.3979 1.6039  0.43
H -1.1455 -1.4530 -0.5115  0.24
C -1.2589 0.6909 -0.3221  0.11
H 1.0317 1.2557 2.1334  0.51
H -0.5773 -0.6664 2.0715  0.14
H 1.8210 -1.3475 0.8275  0.49
C 1.2195 -0.3142 -1.5875  -0.39

No. 3
A structure of composition C6H10O4. Source: OMol25; level of theory: ωB97M-V/def2-TZVPD.

DFT total energy (Eh): -535.116688
Total charge: 0
HOMO (eV): -9.038

Last column: natural (NBO) charge in e.
Cartesian coordinates (Å):
C -1.5234 0.1602 -0.2557  -0.03
H -0.1540 -2.5957 -1.0889  0.23
C -1.3210 -1.1749 0.1741  0.01
H 0.3027 2.9800 -0.0084  0.45
H -1.3835 -1.5699 1.2915  0.18
C 0.8962 -0.5433 -0.4868  0.07
H 2.6372 -0.2556 -0.4458  0.46
H -1.6974 0.1218 -1.4873  0.23
O 2.1504 -1.2000 -0.4724  -0.69
O -2.7349 -0.6493 0.0463  -0.50
H 2.3172 1.7813 1.2716  0.52
H 0.3776 -0.0319 1.4504  0.20
C 0.5163 0.6649 0.4492  0.02
O 1.4961 1.6662 0.3010  -0.74
C -0.9562 1.4120 0.1796  0.01
C 0.0489 -2.0044 -0.1778  -0.40
H 0.6568 -0.2140 -1.6185  0.18
O -0.8812 2.2474 -1.0177  -0.64
H 0.5220 -2.5507 0.6848  0.23
H -1.2697 1.7559 1.2109  0.20

No. 4
The molecule C6H10O4S. Source: OMol25; level of theory: ωB97M-V/def2-TZVPD.

DFT total energy (Eh): -933.712095
Total charge: 0
HOMO (eV): -9.070

Last column: natural (NBO) charge in e.
Cartesian coordinates (Å):
C -0.5204 0.0503 0.4610  -0.31
H 2.1935 -0.2482 1.3260  0.18
H 2.1217 -1.4055 -0.1406  0.18
C -1.4912 0.9214 -0.3351  0.76
H -0.3665 -2.1513 -0.2100  0.24
C -2.3166 -1.1845 -0.5254  -0.07
O -1.5338 2.1203 -0.3546  -0.60
H -2.2379 -1.8372 -1.5243  0.20
C -1.0266 -1.3644 0.2411  -0.49
O -2.4498 0.2626 -0.9510  -0.47
H -0.6118 1.7927 1.9346  0.14
O 1.3459 1.8040 -0.2682  -0.72
H 0.7803 2.3800 -0.7891  0.50
H 0.8235 0.0399 -1.4908  0.18
H 3.4438 1.0776 -0.1783  0.48
H -3.2152 -1.3973 0.0390  0.21
C 2.1866 -0.3422 0.1398  -0.11
H -1.3240 -1.6572 1.2870  0.24
O 3.4786 0.1047 -0.2832  -0.71
S -0.3252 0.5892 2.1216  0.06
C 1.0452 0.4452 -0.4997  0.13

No. 5
A structure of composition C6H10O5S. Source: OMol25; level of theory: ωB97M-V/def2-TZVPD.

DFT total energy (Eh): -1008.891852
Total charge: 0
HOMO (alpha / beta) (eV): -9.900 / -9.900

Last column: natural (NBO) charge in e.
Cartesian coordinates (Å):
C -0.9369 0.6473 0.2198  0.02
H 2.0402 1.2297 -1.3981  0.22
C -0.5243 -0.6691 -1.8153  0.77
H 0.1793 2.3429 -0.2807  0.22
C -0.8511 -0.7552 -0.2834  -0.28
H -1.7356 -1.2221 -0.1303  0.20
H -1.1960 0.5603 1.2996  0.17
H -2.0831 -1.1097 2.4710  0.48
C 1.2987 0.5447 -0.8855  0.08
C 2.0999 -0.5247 -0.2018  -0.66
S -0.1262 -1.5917 1.7634  0.37
H 2.8583 -0.9212 -0.7840  0.23
O -1.6957 -1.9073 2.1585  -0.83
H 0.7132 0.7166 1.8941  0.47
O 0.9962 1.4838 1.3963  -0.71
O -1.8793 1.2893 -0.6216  -0.70
C 0.4159 1.3288 0.1082  0.04
H 2.5707 -0.0118 0.5948  0.25
O -1.3367 -1.0473 -2.6413  -0.55
H -2.6004 0.7215 -0.8438  0.48
H 1.3274 -1.2408 0.0286  0.21
O 0.4656 0.1360 -2.0485  -0.47

No. 6
The molecule C6H10OS. Source: OMol25; level of theory: ωB97M-V/def2-TZVPD.

DFT total energy (Eh): -707.988128
Total charge: 0
HOMO (eV): -8.234

Last column: natural (NBO) charge in e.
Cartesian coordinates (Å):
H 0.0404 -2.0591 0.4575  0.24
H -0.6717 1.4355 1.6870  0.16
C -1.2937 -0.5985 -0.4091  -0.39
S 2.2165 -0.7274 -1.7026  0.04
H 1.8287 -0.2202 1.1039  0.23
C 0.0842 -0.9648 0.2265  -0.31
H -2.1052 -1.2701 -0.1312  0.21
H -1.6350 0.4120 -0.1734  0.21
H 0.6406 -0.5856 2.2822  0.21
H -0.7767 0.1596 -2.4567  0.24
C 0.3356 1.3288 1.2810  -0.07
C 0.7672 -0.1393 1.2778  -0.43
H -0.9787 -1.5604 -2.3711  0.23
C 0.6833 -0.8549 -1.1983  0.01
H 1.0297 1.8635 1.9919  0.17
O 0.4725 1.7973 -0.0486  -0.71
C -0.6877 -0.6861 -1.8245  -0.50
H 0.0498 2.6697 0.0077  0.47